1.
{
  "formula": "C14H21N5O3",
  "method": "the ωB97M-V functional and the def2-TZVPD basis",
  "elements": ["O", "O", "O", "N", "N", "N", "N", "N", "C", "C", "C", "C", "C", "C", "C", "C", "C", "C", "C", "C", "C", "C", "H", "H", "H", "H", "H", "H", "H", "H", "H", "H", "H", "H", "H", "H", "H", "H", "H", "H", "H", "H", "H"],
  "positions_angstrom": [[2.16893, -1.77287, 0.14623], [4.42721, -2.28805, 4.04721], [0.17843, -0.78282, 4.30353], [-4.69136, 2.25578, -3.19512], [2.29890, -1.54173, 4.12813], [3.31175, -2.01117, 2.08425], [-0.33293, -0.92204, 0.20831], [-2.25995, 1.56418, -1.85361], [2.17341, -1.67914, 1.37206], [-2.63281, 0.87571, -3.07393], [-3.43311, 1.92786, -1.08246], [-0.14157, -0.86391, 1.50739], [1.08396, -1.15225, 3.58451], [5.34142, -1.21836, 0.93040], [4.49871, -2.39067, 1.33562], [3.42214, -1.96676, 3.46049], [-3.51304, 1.81258, -3.91363], [-4.30757, 2.85906, -1.93409], [-1.18769, 0.96742, -1.10683], [-1.48491, -0.42236, -0.47918], [5.08653, 0.04731, 1.19742], [1.03213, -1.23692, 2.13921], [0.48918, -1.22640, -0.32562], [-2.93468, 2.70248, -4.17414], [-3.11325, 2.44388, -0.17528], [-1.72658, 0.62102, -3.62670], [-3.82549, 1.31252, -4.83230], [-4.02999, 1.04284, -0.79268], [-0.91452, 1.65555, -0.30121], [4.16878, -2.92657, 0.44041], [6.22378, -1.49728, 0.37104], [-1.75739, -1.12651, -1.26992], [5.08792, -3.06231, 1.96643], [-0.95692, -0.52021, 2.13510], [-5.20936, 3.13591, -1.38477], [5.74275, 0.83505, 0.87146], [-3.19442, -0.05543, -2.87030], [4.21670, 0.35760, 1.75324], [-3.74091, 3.76478, -2.16377], [-2.31338, -0.33733, 0.22836], [-0.32739, 0.86730, -1.77510], [-5.30005, 1.45980, -3.01842], [2.37664, -1.50757, 5.13828]],
  "forces_ev_per_angstrom": [[0.09, -0.01, -0.14], [0.18, -0.01, 0.10], [-0.17, 0.06, 0.18], [-0.27, -0.09, -0.06], [-0.11, 0.08, 0.46], [0.32, -0.15, -0.28], [0.49, -0.13, -0.01], [-0.09, 0.03, -0.06], [-0.44, 0.09, 0.17], [-0.07, 0.29, -0.22], [-0.07, 0.32, -0.17], [0.25, -0.17, 0.10], [0.06, -0.02, -0.21], [-0.06, -0.19, 0.01], [0.15, -0.16, -0.10], [-0.13, -0.02, 0.16], [0.13, -0.38, -0.03], [-0.03, -0.18, 0.36], [-0.03, -0.34, 0.20], [-0.38, 0.59, -0.40], [0.04, 0.07, -0.01], [-0.04, 0.04, -0.14], [-0.15, 0.02, 0.15], [0.06, -0.07, -0.07], [0.00, -0.02, 0.07], [0.03, -0.07, -0.01], [0.06, 0.04, -0.02], [0.00, 0.05, 0.04], [0.10, -0.06, 0.00], [0.07, 0.04, 0.18], [0.15, 0.06, -0.08], [-0.08, 0.01, 0.14], [-0.12, 0.06, -0.13], [-0.06, 0.03, -0.03], [0.04, 0.05, 0.01], [0.17, 0.11, -0.09], [0.04, 0.01, -0.06], [-0.20, -0.01, 0.12], [-0.02, 0.02, 0.11], [0.02, -0.11, -0.07], [0.06, 0.01, 0.09], [0.02, 0.11, -0.05], [0.00, -0.01, -0.20]],
  "lumo_ha": 0.0138,
  "molar_mass_da": 307.35,
  "de_lowest_kcal_mol": 3.83,
  "smiles": "C=CCN1C(=O)NC(=O)/C(=C/NCCN2CCNCC2)C1=O"
}



2.
{
  "formula": "C13H37AsF6N3O6V",
  "method": "the ωB97M-V functional and the def2-TZVPD basis",
  "elements": ["As", "V", "F", "F", "F", "F", "F", "F", "O", "O", "O", "O", "O", "O", "N", "N", "N", "C", "C", "C", "C", "C", "C", "C", "C", "C", "C", "C", "C", "C", "H", "H", "H", "H", "H", "H", "H", "H", "H", "H", "H", "H", "H", "H", "H", "H", "H", "H", "H", "H", "H", "H", "H", "H", "H", "H", "H", "H", "H", "H", "H", "H", "H", "H", "H", "H", "H"],
  "positions_angstrom": [[33.44173, 22.33858, -4.68626], [31.36823, 18.84241, -6.12448], [33.02100, 23.68847, -5.80191], [31.84808, 22.50289, -3.74895], [34.96463, 22.01690, -5.60555], [33.99597, 21.04968, -3.54707], [32.60290, 21.16587, -5.77873], [34.19214, 23.59075, -3.61975], [32.19494, 15.54097, -11.09841], [31.97399, 19.12524, -7.53159], [28.91676, 18.65151, -4.18860], [30.56957, 17.44993, -6.21033], [33.21314, 17.64638, -5.77476], [34.62477, 19.08888, -11.42245], [31.78250, 19.15198, -3.92513], [28.98410, 17.42597, -10.25062], [29.82103, 20.53624, -6.37106], [33.90433, 18.96409, -10.15027], [31.88319, 16.96358, -2.82486], [32.72675, 15.01283, -12.28553], [33.81030, 17.98079, -4.50730], [28.95329, 20.92340, -5.22500], [32.71713, 18.17250, -3.38142], [28.10062, 19.63180, -4.82799], [30.90695, 16.14117, -11.31135], [33.81109, 16.57075, -6.50341], [29.83838, 15.44550, -9.03610], [28.17299, 17.56234, -3.74869], [30.23543, 16.64629, -9.97803], [28.07479, 22.09008, -5.76235], [27.67069, 17.02436, -4.55266], [27.50174, 18.00415, -3.01226], [33.30315, 16.44397, -7.45946], [33.41337, 15.74997, -12.70179], [34.80312, 16.98221, -6.68969], [32.60659, 16.29317, -2.36080], [30.67153, 14.77118, -8.83799], [27.67068, 19.15806, -5.71049], [29.17440, 20.09730, -7.01082], [30.18178, 15.47305, -11.77593], [35.49520, 18.69864, -11.31444], [27.75838, 21.86372, -6.78056], [28.73479, 22.95690, -5.79600], [31.21033, 16.55232, -3.57733], [32.19991, 19.94709, -3.46291], [32.90297, 19.39463, -10.15479], [31.02404, 16.94451, -12.03870], [32.08686, 14.64393, -13.08714], [27.16614, 22.29680, -5.19691], [29.40045, 15.71395, -8.07472], [28.79109, 16.90385, -3.13841], [33.14596, 18.78565, -2.58880], [33.83512, 17.92507, -9.82817], [34.51236, 19.59729, -9.50416], [34.51327, 17.24802, -4.11109], [30.12282, 21.34247, -6.89928], [29.23891, 18.00236, -11.03989], [27.21973, 19.95195, -4.27155], [29.44362, 21.37322, -4.36167], [33.82959, 15.62956, -5.95395], [34.29280, 18.93062, -4.73778], [30.83830, 17.38495, -9.44980], [29.07506, 14.81665, -9.49434], [33.32465, 14.14651, -12.00251], [30.91949, 19.07638, -3.40589], [28.42787, 16.68877, -10.65957], [31.26369, 17.24635, -1.97377]],
  "forces_ev_per_angstrom": [[0.99, 2.38, 0.36], [-0.75, -0.82, 1.00], [0.09, -1.86, 1.11], [1.96, -0.56, -1.32], [-1.82, 0.39, 1.02], [-1.03, 0.71, -0.91], [0.44, 0.46, 0.90], [-0.87, -1.88, -1.24], [-1.55, 0.27, -1.38], [0.14, 0.10, -1.21], [0.56, 1.50, -0.58], [0.32, 1.42, -0.26], [-1.22, -0.39, 1.13], [-1.60, -0.49, 0.21], [-0.56, 0.74, -0.35], [1.50, -1.62, -0.74], [0.60, -1.43, 0.97], [1.43, 0.82, -0.73], [1.59, 0.74, 0.00], [1.08, -1.41, -0.13], [-0.68, 0.02, 1.16], [-2.09, -0.44, -0.31], [-0.31, -0.67, -0.50], [1.05, 1.03, -0.48], [-0.98, 0.73, 2.59], [0.45, 1.06, -0.07], [0.38, 0.16, -0.67], [-0.40, 0.17, 1.31], [-0.56, -0.13, 1.21], [0.14, -0.72, -0.01], [-0.08, -0.02, 0.00], [-0.89, -0.52, -0.09], [-0.22, 0.15, 0.22], [0.34, 0.45, 0.06], [0.39, -0.79, -0.28], [-0.24, -0.68, -0.47], [0.24, 0.15, 0.03], [0.05, 0.09, -0.57], [-0.20, -0.35, -0.31], [0.32, -0.75, -0.35], [0.10, 0.06, 0.19], [-0.10, 0.02, -0.12], [-0.29, 0.21, 0.02], [0.43, -0.34, -0.12], [-0.29, 1.47, -1.24], [0.16, 0.03, -0.66], [0.46, 0.34, -0.29], [-0.88, 0.68, 0.38], [0.25, 0.06, 0.26], [0.36, 0.63, -0.13], [0.30, -0.13, -0.49], [0.92, -1.13, 0.44], [0.17, -0.10, 0.20], [-0.35, -0.44, 0.84], [0.19, -0.20, -0.62], [0.73, 0.33, 0.28], [-0.40, 0.79, -0.17], [0.18, -0.05, 0.73], [0.73, -0.71, -0.10], [-0.04, 0.14, 0.15], [0.23, 0.07, 0.74], [0.73, -0.42, 0.02], [-0.10, 0.04, -0.46], [0.39, 0.17, 0.31], [-0.69, -0.27, -0.27], [-1.17, 0.18, -0.14], [-0.04, 0.58, -0.09]],
  "lumo_ha": [-0.1065, -0.3487],
  "molar_mass_da": 571.31,
  "spin_multiplicity": 2,
  "s_squared": 0.755,
  "charge": 1
}